[1]
Computed, not measured: a cluster of 9 separate species, C20H49F5N7O16S3 in total, with the ωB97M-V functional and the def2-TZVPD basis.

Properties
ΔE to the lowest compared entry with this formula, charge and spin ... 0.9 kcal/mol
Lowest unoccupied orbital energy ... -5.99 eV
Maximum force ... 5.27 eV/A

The geometry in ORCA input format:
```
! wB97M-V def2-TZVPD RIJCOSX def2/J DEFGRID3
* xyz 3 1
C 3.4984 -5.3284 -0.1652
C 4.6650 -4.5595 0.2994
O 4.7778 -3.4727 0.7041
N 5.9675 -5.3939 0.0819
H 6.7665 -4.8472 0.4206
H 5.8606 -6.0601 0.8192
C 6.1875 -6.0838 -1.2333
H 3.5349 -5.4647 -1.2191
H 2.5065 -4.9865 0.1583
H 3.7473 -6.3111 0.2312
H 5.2178 -6.5924 -1.4714
H 7.0170 -6.7663 -1.3584
H 6.2813 -5.2643 -1.9189
C 1.6292 3.5695 -5.0531
C 1.9094 4.1179 -3.6698
O 2.0141 3.5087 -2.6361
N 1.9792 5.6617 -3.5356
H 1.0166 5.9629 -3.6246
H 2.2241 5.8129 -2.5260
C 2.8164 6.4253 -4.5453
H 1.4026 2.5196 -4.9418
H 2.4945 3.5779 -5.6914
H 0.8040 4.1512 -5.4404
H 2.1891 6.6962 -5.4028
H 3.6989 5.8841 -4.9568
H 3.1981 7.3147 -4.0707
C -3.6063 -1.6535 1.1148
C -4.1539 -1.7051 -0.4188
O -3.9597 -2.6052 -1.2350
N -4.7632 -0.5517 -0.8719
H -4.9981 -0.5488 -1.8401
H -1.4443 -2.3996 6.9643
C -5.7282 0.0388 0.0592
H -3.0603 -0.7050 1.2509
H -3.2739 -2.6555 1.3379
H -4.5075 -1.4831 1.7169
H -5.5816 1.0098 0.4891
H -5.7821 -0.5898 0.9059
H -6.7713 0.2421 -0.1918
C -0.7044 -3.9159 -1.4566
C -1.3918 -4.2641 -2.7035
O -0.8573 -5.0055 -3.5454
N -2.7657 -3.7908 -3.0141
H -3.2349 -3.4772 -2.0464
H -2.6680 -2.8482 -3.3606
C -3.5563 -4.7069 -3.9383
H 0.3766 -4.0840 -1.6376
H -0.8678 -4.5480 -0.5669
H -0.8291 -2.8642 -1.1965
H -2.7768 -5.0371 -4.6611
H -4.3412 -4.1843 -4.4688
H -3.9226 -5.5689 -3.3943
C 4.2659 -0.2922 5.9083
C 3.5954 0.8528 5.2558
O 3.9866 1.8986 4.8274
N 2.0787 0.7241 5.1985
H 1.9506 0.2370 4.2249
H 1.7538 -0.0603 5.7214
C 1.3526 1.9611 5.4567
H 4.3952 -1.1217 5.1867
H 3.7276 -0.6767 6.7683
H 5.2431 0.0405 6.2101
H 0.3231 1.6791 5.3417
H 1.5895 2.8834 4.9309
H 1.4671 2.1201 6.5423
C -1.5499 2.3371 0.9631
C -1.6125 3.7676 1.3172
O -0.7547 4.5544 1.4879
N -3.0996 4.3631 1.2729
H -3.7836 3.6509 1.5923
H -3.2536 5.0937 1.9756
C -3.4421 4.6674 -0.1897
H -2.4284 1.8184 1.3779
H -0.5956 1.8768 1.2213
H -1.6600 2.2082 -0.0890
H -3.9322 5.6197 -0.2663
H -4.0479 3.8889 -0.6181
H -2.5263 4.8242 -0.7456
C 1.8884 0.7968 0.7207
F 1.3314 0.8323 -0.5178
F 3.1840 0.9115 0.5774
F 1.4563 1.8384 1.4145
S 1.4891 -0.6723 1.6315
O 0.0206 -0.7058 1.7896
O 2.0888 -1.7132 0.8336
O 2.1866 -0.4453 2.8615
N -1.6908 2.1616 -3.4577
S -2.0524 0.6707 -2.8790
O -2.0793 0.6140 -1.4291
O -1.6050 -0.4463 -3.6729
F -3.6288 0.7860 -3.2979
S -1.9805 3.6856 -3.2247
O -0.9247 4.4612 -2.6614
O -3.3055 3.7707 -2.7271
F -1.9974 4.2279 -4.7086
O -0.3724 -0.8181 4.6579
C -1.3329 -1.4238 5.3320
O -2.5392 -1.3014 5.0164
O -0.7500 -1.9112 6.4471
H -0.6633 -0.4052 3.8764
*
```

---

[2]
Computed, not measured: a cluster of 3 separate species, C20H50BFN4O4S in total, with the ωB97M-V functional and the def2-TZVPD basis.

Properties
SMILES ... CC(C)[C@@H](C)CON(B(O)N(C)C)S(=O)(=O)F.CCN(CC)CC.CCN(CC)CC
Lowest unoccupied orbital energy ... 0.46 eV
Maximum force ... 2.01 eV/A

The geometry in ORCA input format:
```
! wB97M-V def2-TZVPD RIJCOSX def2/J DEFGRID3
* xyz 0 1
C -2.7841 -2.3848 -3.5104
C -1.8919 -1.2237 -3.0347
C -2.0550 -0.0777 -4.0498
C -0.4487 -1.7235 -2.9330
C 0.6151 -0.6094 -3.0218
C -0.1910 -2.5433 -1.6592
O -1.0409 -2.1468 -0.5776
N -0.2832 -1.6354 0.4999
B -0.9614 -0.3606 0.9643
O -2.2636 -0.1441 0.5687
N -0.3203 0.6447 1.7541
C -0.8288 0.7030 3.1333
C 1.1582 0.6245 1.6884
S -0.4505 -2.8061 1.7299
O -0.0083 -2.2798 2.9600
O -1.7535 -3.3154 1.6981
F 0.4968 -3.9293 1.2663
H -2.2933 -2.9362 -4.3088
H -2.9354 -3.0708 -2.6764
H -3.7540 -2.0184 -3.8340
H -2.2950 -0.8555 -2.0943
H -1.8032 -0.4278 -5.0481
H -1.4438 0.7702 -3.7531
H -3.0834 0.2668 -3.9923
H -0.2769 -2.3829 -3.7832
H 0.5460 -0.1735 -4.0128
H 0.4548 0.1541 -2.2608
H 1.5968 -1.0585 -2.8940
H 0.8558 -2.5539 -1.3747
H -0.4446 -3.5821 -1.8844
H -2.2246 0.6449 0.0033
H -0.2825 0.0631 3.8215
H -0.8373 1.7260 3.5093
H -1.8704 0.3892 3.1057
H 1.5456 1.1152 2.5775
H 1.5926 -0.3677 1.6162
H 1.4699 1.2600 0.8629
C 4.7890 0.6288 -2.8718
C 5.5569 -0.6685 -2.6661
N 5.6048 -1.4971 -3.8556
C 6.0665 -2.8502 -3.5973
C 7.5051 -3.0401 -3.1033
C 6.1394 -0.8618 -5.0472
C 7.5567 -0.2797 -4.9789
H 3.7891 0.4324 -3.2620
H 4.6821 1.1495 -1.9189
H 5.3014 1.3068 -3.5554
H 5.0509 -1.2334 -1.8781
H 6.5610 -0.4297 -2.2822
H 5.9220 -3.4472 -4.5019
H 5.3932 -3.2922 -2.8555
H 8.2328 -2.8841 -3.8985
H 7.6372 -4.0643 -2.7483
H 7.7483 -2.3746 -2.2744
H 5.4578 -0.0572 -5.3363
H 6.0856 -1.5729 -5.8752
H 7.7202 0.3079 -4.0745
H 7.7195 0.3843 -5.8305
H 8.3213 -1.0533 -5.0295
C -5.5090 2.1966 2.6545
C -5.0154 1.8342 4.0472
N -4.2932 2.9130 4.6962
C -3.5671 2.4884 5.8795
C -4.3737 1.9742 7.0774
C -5.0036 4.1744 4.8066
C -6.3521 4.1800 5.5373
H -4.6889 2.5583 2.0326
H -5.9331 1.3145 2.1735
H -6.2886 2.9595 2.6808
H -4.3369 0.9828 3.9469
H -5.8695 1.4836 4.6473
H -2.9260 3.3086 6.2152
H -2.8747 1.6965 5.5738
H -4.8727 2.7830 7.6098
H -3.7016 1.4922 7.7906
H -5.1216 1.2365 6.7856
H -5.1655 4.5608 3.7967
H -4.3417 4.9076 5.2744
H -6.9952 3.3557 5.2260
H -6.8836 5.1077 5.3146
H -6.2334 4.1344 6.6187
*
```

---

[3]
Computed, not measured: a cluster of 6 separate species, C20H50ClNO16S4 in total, with the ωB97M-V functional and the def2-TZVPD basis.

Properties
ΔE to the lowest compared entry with this formula, charge and spin ... 0.0 kcal/mol
Lowest unoccupied orbital energy ... -0.67 eV
Maximum force ... 2.66 eV/A

The geometry in ORCA input format:
```
! wB97M-V def2-TZVPD RIJCOSX def2/J DEFGRID3
* xyz 0 1
C -1.8706 3.5479 -0.5068
C -2.4586 3.0762 0.8432
C -3.9184 2.7262 0.7005
N -4.5102 2.0465 1.9449
C -4.5610 3.0487 3.0867
C -3.7558 0.8021 2.3272
C -4.7009 -0.3974 2.1216
C -5.8239 0.1430 1.2225
C -5.9259 1.6044 1.5809
H -0.9160 4.0684 -0.4524
H -2.5754 4.2776 -0.9164
H -1.7055 2.6918 -1.1617
H -2.3467 3.9920 1.4280
H -1.8642 2.2336 1.1872
H -4.1124 1.9768 -0.0677
H -4.5244 3.6169 0.5468
H -3.5302 3.3333 3.2786
H -4.9479 2.4927 3.9343
H -5.1472 3.8791 2.7103
H -3.4344 0.8823 3.3632
H -2.8635 0.7423 1.7110
H -5.0274 -0.6918 3.1186
H -4.1433 -1.2334 1.7065
H -6.7117 -0.4522 1.4358
H -5.6262 -0.0390 0.1662
H -6.4709 1.7543 2.5133
H -6.3145 2.2752 0.8212
Cl 0.5840 0.6659 -1.4986
O 1.2702 1.3266 -0.4399
O 0.4653 1.4740 -2.6759
O 1.3141 -0.5276 -1.8678
O -0.7244 0.2803 -0.9971
O 2.1929 -1.7513 2.7628
S 1.0961 -1.0070 3.3468
O 0.6050 -1.4264 4.6459
O 1.4847 0.5562 3.4285
C 2.6412 0.8528 4.2279
C 2.5724 2.3192 4.5859
C -0.2525 -0.7648 2.1995
H 3.5236 0.6827 3.6099
H 2.6453 0.2621 5.1460
H 3.5038 2.6044 5.0799
H 1.7475 2.6505 5.2167
H 2.4945 2.9233 3.6778
H 0.2937 -0.7163 1.2568
H -0.8352 0.1272 2.3895
H -0.8583 -1.6673 2.2438
O 5.9209 -2.4694 -3.3462
S 4.6105 -3.0741 -3.2935
O 3.5766 -2.6364 -4.1637
O 4.8534 -4.7056 -3.4693
C 3.6992 -5.5500 -3.2956
C 3.5980 -6.6175 -4.3561
C 4.0411 -3.0528 -1.5431
H 2.7774 -4.9744 -3.2213
H 3.8201 -6.0263 -2.3182
H 2.6757 -7.1889 -4.2403
H 4.4193 -7.3326 -4.2889
H 3.6114 -6.1908 -5.3596
H 4.8870 -2.9456 -0.8722
H 3.5704 -4.0207 -1.4014
H 3.3349 -2.2311 -1.4385
O 1.3329 5.7071 0.6237
S 2.4193 5.8586 -0.3286
O 2.8012 7.1851 -0.7109
O 3.7351 5.1538 0.3259
C 3.7305 3.7511 0.6389
C 4.8218 3.5944 1.6873
C 2.1609 4.8396 -1.8151
H 3.9557 3.1741 -0.2614
H 2.7436 3.4418 0.9929
H 4.8719 2.5762 2.0825
H 4.6846 4.3688 2.4354
H 5.8016 3.6374 1.2054
H 1.6669 3.9419 -1.4361
H 3.1381 4.5365 -2.1782
H 1.5308 5.3838 -2.5077
O 0.4213 -3.1031 -4.2753
S -0.3415 -3.9688 -3.4245
O 0.3618 -4.5861 -2.3163
O -1.6217 -3.1532 -2.8843
C -2.5384 -3.7296 -1.9676
C -2.5778 -2.8328 -0.7272
C -1.1470 -5.2362 -4.4366
H -2.2236 -4.7270 -1.6534
H -3.5359 -3.7334 -2.4114
H -2.5316 -1.7692 -0.9593
H -1.7072 -2.9980 -0.0851
H -3.4317 -3.1138 -0.1012
H -2.0926 -4.8074 -4.7567
H -1.2668 -6.1348 -3.8349
H -0.5352 -5.5028 -5.2943
*
```

---

[4]
Computed, not measured: a structure of composition C20H50NO2P2Si4TeTl, with the ωB97M-V functional and the def2-TZVPD basis.

Properties
ΔE to the lowest compared entry with this formula, charge and spin ... 0.0 kcal/mol
Lowest unoccupied orbital energy ... -6.53 eV
Maximum force ... 1.95 eV/A

The geometry in ORCA input format:
```
! wB97M-V def2-TZVPD RIJCOSX def2/J DEFGRID3
* xyz 2 1
Tl -0.0827 2.2130 -0.9021
P 2.1000 -0.9500 -1.6742
C 2.0375 -0.6530 -3.3979
C 0.8756 -1.0547 -4.1435
N -0.3398 -0.5282 -3.8000
C -1.4519 -1.1876 -4.1251
C -1.4463 -2.2753 -5.0130
C -0.2281 -2.7107 -5.5340
C 0.9381 -2.0786 -5.1165
C -2.7540 -0.7328 -3.4841
P -2.4847 0.8364 -2.5419
H 1.9211 -2.3969 -5.4435
H -2.3979 -2.7336 -5.2753
H -0.1811 -3.5490 -6.2306
H -3.5397 -0.5889 -4.2496
H -3.1193 -1.5006 -2.7784
H 2.1132 1.2893 -3.5688
H 2.9883 -0.7621 -3.9275
H 1.1326 2.9070 -3.9130
O 2.4438 2.2028 -3.4842
H 3.2174 2.2365 -4.0857
H -0.0145 3.3473 -2.9057
O 0.2164 3.3910 -3.9018
H 0.4562 4.3215 -4.1227
C -2.5814 1.9437 -3.9966
H -3.5405 1.7426 -4.4945
H -2.5710 2.9977 -3.6807
H -1.7695 1.7501 -4.7115
C -4.1686 1.0450 -1.8850
H -4.1597 1.8891 -1.1883
H -4.8780 1.2436 -2.6939
H -4.4708 0.1432 -1.3418
C 2.5830 -2.7119 -1.6363
H 3.6229 -2.7667 -2.0073
H 2.5063 -3.1211 -0.6166
H 1.9220 -3.2680 -2.3253
C 3.5191 -0.0393 -1.0055
H 3.4938 -0.0116 0.0950
H 4.4299 -0.5702 -1.3278
H 3.5462 0.9903 -1.4007
C 3.3820 -0.4401 2.8833
Si 2.0246 0.8642 2.8859
C 1.7482 1.4815 4.6518
C 2.4952 2.3237 1.7951
Si 0.0442 -0.1323 2.1341
Te -0.1529 -0.7311 -0.3915
Si -0.2144 -2.1504 3.2660
C 0.1514 -1.9146 5.1035
C -1.9911 -2.7455 3.0455
C 0.9814 -3.4276 2.5605
Si -1.7502 1.2472 2.7559
C -1.9674 1.1345 4.6364
C -1.4306 3.0496 2.3288
C -3.3046 0.6406 1.9048
H 4.3498 0.0811 2.9324
H 3.3775 -1.0742 1.9872
H 3.3059 -1.0953 3.7622
H 2.6989 1.9294 4.9833
H 0.9716 2.2575 4.7078
H 1.4870 0.6776 5.3537
H 2.6114 2.0528 0.7368
H 1.7688 3.1449 1.8678
H 3.4661 2.6986 2.1529
H -0.5557 -1.2351 5.5957
H 0.0615 -2.9020 5.5816
H 1.1690 -1.5451 5.2863
H -2.2752 -2.7947 1.9851
H -2.0610 -3.7612 3.4650
H -2.7175 -2.1081 3.5682
H 0.8131 -3.5965 1.4876
H 2.0322 -3.1402 2.7051
H 0.8116 -4.3803 3.0871
H -1.0795 1.4679 5.1927
H -2.8041 1.8040 4.8953
H -2.2279 0.1199 4.9709
H -1.4689 3.2494 1.2479
H -2.2367 3.6384 2.7932
H -0.4741 3.4224 2.7190
H -3.2046 0.6136 0.8126
H -3.6007 -0.3602 2.2420
H -4.1182 1.3359 2.1563
*
```

---

[5]
Computed, not measured: a cluster of 5 separate species, C20H50O10 in total, with the ωB97M-V functional and the def2-TZVPD basis.

Properties
ΔE to the lowest compared entry with this formula, charge and spin ... 138.2 kcal/mol
SMILES ... COCCOC.COCCOC.COCCOC.COCCOC.COCCOC
Lowest unoccupied orbital energy ... 0.85 eV
Maximum force ... 3.63 eV/A

The geometry in ORCA input format:
```
! wB97M-V def2-TZVPD RIJCOSX def2/J DEFGRID3
* xyz 0 1
C 13.2294 5.7648 -3.8523
O 12.0966 4.8950 -3.4968
C 11.3733 5.3983 -2.4141
C 10.5973 4.2600 -1.7411
O 9.4971 4.6982 -0.9390
C 8.4316 3.8827 -1.1474
H 13.0758 6.8306 -3.6834
H 13.6254 5.5539 -4.8456
H 14.0619 5.5524 -3.1815
H 10.7304 6.1532 -2.8667
H 12.0021 5.7883 -1.6138
H 11.3379 3.6853 -1.1850
H 10.1175 3.7331 -2.5659
H 7.6759 4.0495 -0.3799
H 8.6714 2.8357 -0.9617
H 7.9958 3.9537 -2.1440
C -2.3917 -6.9677 8.5105
O -2.8562 -6.8475 9.8867
C -4.2700 -6.5758 9.9984
C -4.8265 -6.2637 11.4109
O -4.6223 -4.9787 11.9122
C -4.8094 -4.8490 13.3307
H -2.8060 -7.8657 8.0522
H -1.3169 -7.1405 8.4557
H -2.6606 -6.1192 7.8813
H -4.8608 -7.4059 9.6112
H -4.5275 -5.6586 9.4687
H -4.2949 -6.9915 12.0240
H -5.8196 -6.7119 11.4425
H -4.8432 -3.8003 13.6258
H -3.9876 -5.3494 13.8428
H -5.8005 -5.2081 13.6082
C -6.9498 -6.3966 -2.6954
O -7.1118 -5.0278 -2.4009
C -8.4575 -4.6569 -2.2686
C -8.6502 -3.1461 -2.1061
O -8.3214 -2.6056 -0.8447
C -7.0081 -2.8641 -0.3876
H -7.1415 -6.9763 -1.7924
H -5.9414 -6.7691 -2.8761
H -7.4810 -6.7463 -3.5806
H -8.7597 -5.0727 -1.3074
H -9.0301 -4.9958 -3.1319
H -9.7048 -2.8983 -2.2267
H -8.0563 -2.6977 -2.9025
H -6.7383 -3.9083 -0.2303
H -6.9034 -2.2121 0.4795
H -6.3032 -2.3536 -1.0439
C 1.8777 9.3540 -5.4922
O 0.5859 9.2517 -6.1689
C -0.4282 8.8821 -5.2461
C -0.4354 7.3535 -5.0137
O -0.7305 6.6964 -6.1490
C 0.3625 6.4019 -7.0085
H 2.2698 8.3448 -5.3665
H 1.9156 9.7039 -4.4606
H 2.6445 9.8690 -6.0709
H -1.4261 9.0815 -5.6366
H -0.3612 9.5120 -4.3590
H -1.1722 7.1747 -4.2306
H 0.5122 7.1500 -4.5149
H 0.6627 7.2255 -7.6562
H 0.1685 5.5975 -7.7179
H 1.1789 6.1224 -6.3425
C -1.1238 -3.4540 -1.6690
O -0.9167 -3.0419 -0.3079
C 0.3821 -3.2611 0.1888
C 1.2672 -2.0517 -0.0256
O 1.3990 -1.8613 -1.4675
C 0.9118 -0.6416 -1.8795
H -2.0060 -3.1951 -2.2545
H -1.0076 -4.5356 -1.6011
H -0.2805 -3.0844 -2.2525
H 0.7802 -4.2125 -0.1641
H 0.2987 -3.2498 1.2755
H 2.2996 -2.1143 0.3185
H 0.8100 -1.2086 0.4923
H -0.1739 -0.5614 -1.8267
H 1.0828 -0.3056 -2.9022
H 1.3853 0.0839 -1.2181
*
```

---

- Among the records above, which one has the highest maximum force?
  C20H49F5N7O16S3